This record from the OMol25 dataset describes a molecular structure, C22H36MoN5O2S3Si. The level of theory is ωB97M-V/def2-TZVPD.

```
! wB97M-V def2-TZVPD RIJCOSX def2/J DEFGRID3
* xyz 3 3
Mo -0.633 -0.344 0.435
C 0.488 -0.047 5.783
Si 2.258 0.030 5.207
C 3.083 1.608 5.733
C 3.204 -1.492 5.691
C 2.334 0.056 3.268
C 3.608 0.114 2.674
C 3.792 0.103 1.299
C 2.683 0.043 0.481
N 1.452 0.005 1.005
C 1.306 0.003 2.351
S -0.458 -0.140 2.669
H 0.503 -0.046 6.877
H -0.023 -0.964 5.481
H -0.105 0.818 5.479
H 3.131 1.648 6.824
H 2.534 2.490 5.399
H 4.108 1.684 5.367
H 3.246 -1.563 6.780
H 4.235 -1.476 5.333
H 2.730 -2.404 5.321
H 4.484 0.159 3.312
H 4.782 0.138 0.865
H 2.765 0.030 -0.599
C -0.378 1.867 -3.644
C -0.253 2.956 -2.589
S 0.453 2.308 -1.075
O -0.713 1.327 -0.590
C 0.305 3.696 0.054
C 1.285 4.804 -0.320
H -0.785 2.310 -4.551
H -1.056 1.076 -3.325
H 0.593 1.438 -3.894
H -1.206 3.417 -2.324
H 0.449 3.735 -2.895
H 0.532 3.269 1.033
H -0.738 4.016 0.033
H 2.310 4.438 -0.389
H 1.256 5.560 0.462
H 1.016 5.292 -1.255
N -1.331 -5.992 1.759
C -0.081 -5.800 1.268
O 0.898 -6.433 1.569
C 0.101 -4.625 0.325
C 0.939 -4.775 -0.776
C 1.209 -3.678 -1.582
C 0.692 -2.453 -1.223
N -0.095 -2.296 -0.140
C -0.410 -3.377 0.610
H -1.457 -6.810 2.338
H -2.135 -5.694 1.231
H 1.374 -5.745 -0.982
H 1.831 -3.763 -2.461
H 0.909 -1.563 -1.804
H -1.056 -3.214 1.463
S -2.909 -1.107 0.191
C -4.104 0.079 0.728
N -4.864 0.656 -0.177
C -6.018 1.511 0.166
C -6.532 1.126 1.541
C -5.388 1.134 2.540
N -4.283 0.305 2.014
H -4.711 0.401 -1.141
H -6.775 1.362 -0.601
H -5.703 2.555 0.136
H -6.989 0.136 1.505
H -7.298 1.832 1.856
H -5.690 0.707 3.493
H -5.018 2.145 2.718
H -3.737 -0.242 2.660
*
```

Computed properties:
Maximum force, eV Å⁻¹: 0.17
ΔE to the lowest compared entry with this formula, charge and spin, eV: 0.295
Frontier orbital gap (spin up / spin down), eV: 7.03 / 6.91
LUMO level (spin up / spin down), eV: -9.956 / -10.080

Atom charges from the Löwdin analysis, given in e for atoms 1 to 8:
1 Mo 1.170
2 C -0.203
3 Si 0.527
4 C -0.157
5 C -0.155
6 C -0.189
7 C -0.013
8 C -0.002

This record from the OMol25 dataset describes 7 unconnected molecules or ions with the total composition C22H36N2O26S7 in a non-equilibrium geometry. The level of theory is ωB97M-V/def2-TZVPD.

```
! wB97M-V def2-TZVPD RIJCOSX def2/J DEFGRID3
* xyz 0 1
C 2.599 0.228 2.900
C 1.064 0.763 3.206
C 0.323 0.291 4.618
C -1.217 0.785 4.905
C -1.946 1.744 3.764
O -3.352 2.137 4.038
C -4.240 1.452 3.085
C -4.054 -0.176 3.007
C -3.475 -0.723 1.554
O -5.414 -0.778 3.181
C -1.245 2.265 2.376
N -1.818 3.167 1.274
S -0.518 3.313 0.069
N 0.761 2.298 0.779
C 0.292 1.753 2.113
H 3.236 1.018 2.278
H 2.553 -0.781 2.266
H 3.144 -0.054 3.909
H 0.826 -0.411 5.425
H -1.843 0.500 5.859
H -5.355 1.646 3.466
H -4.135 2.012 2.056
H -3.388 -0.643 3.848
H -3.420 -1.909 1.646
H -2.367 -0.343 1.342
H -4.162 -0.460 0.642
H -5.201 -1.676 3.618
O -2.136 -2.930 -0.966
S -2.040 -2.200 -2.211
O -3.034 -2.290 -3.255
O -0.575 -2.496 -2.862
C 0.128 -1.266 -3.030
C -0.407 -0.339 -1.942
O -1.801 -0.625 -1.860
H -0.100 -0.877 -4.027
H 1.206 -1.428 -2.941
H -0.243 0.716 -2.176
H 0.043 -0.570 -0.971
O -4.782 2.121 -7.986
S -5.493 1.642 -6.822
O -6.605 2.350 -6.232
O -4.401 1.325 -5.654
C -4.500 -0.045 -5.269
C -5.007 -0.781 -6.507
O -5.953 0.103 -7.104
H -5.218 -0.117 -4.446
H -3.528 -0.419 -4.936
H -5.474 -1.737 -6.261
H -4.198 -0.945 -7.227
O 4.467 1.143 5.431
S 5.007 2.463 5.669
O 6.423 2.729 5.769
O 4.268 3.085 6.982
C 3.617 4.304 6.629
C 3.262 4.164 5.151
O 4.368 3.480 4.566
H 4.322 5.126 6.789
H 2.732 4.459 7.253
H 3.106 5.131 4.667
H 2.371 3.542 5.017
O 2.514 2.276 -1.909
S 3.004 0.995 -2.367
O 2.332 -0.252 -2.083
O 4.565 0.857 -1.917
C 5.378 0.665 -3.073
C 4.636 1.356 -4.213
O 3.255 1.091 -3.975
H 5.463 -0.412 -3.254
H 6.374 1.086 -2.913
H 4.937 0.981 -5.194
H 4.782 2.441 -4.178
O 2.021 -0.306 8.518
S 1.605 -1.576 7.964
O 0.418 -1.731 7.157
O 1.556 -2.667 9.175
C 2.435 -3.750 8.876
C 3.532 -3.153 7.998
O 2.867 -2.216 7.154
H 1.865 -4.510 8.332
H 2.832 -4.184 9.797
H 4.047 -3.911 7.403
H 4.264 -2.605 8.601
O -2.701 -1.868 -7.419
S -2.537 -2.196 -8.818
O -3.647 -2.302 -9.737
O -1.645 -3.557 -8.921
C -0.468 -3.297 -9.683
C -0.164 -1.816 -9.473
O -1.437 -1.173 -9.455
H -0.689 -3.510 -10.734
H 0.352 -3.938 -9.348
H 0.464 -1.404 -10.266
H 0.315 -1.645 -8.504
*
```

Computed properties:
Maximum force, eV Å⁻¹: 6.06
Frontier orbital gap, eV: 6.46
SMILES: Cc1ccc(OC[C@H](C)O)c2nsnc12.O=S1(=O)OCCO1.O=S1(=O)OCCO1.O=S1(=O)OCCO1.O=S1(=O)OCCO1.O=S1(=O)OCCO1.O=S1(=O)OCCO1
LUMO level, eV: -1.421

Atom charges from the Löwdin analysis, given in e for atoms 1 to 8:
1 C -0.114
2 C -0.114
3 C 0.016
4 C 0.031
5 C -0.107
6 O -0.171
7 C -0.139
8 C -0.327